(1)
9
Properties=species:S:1:pos:R:3 method="wB97M-V/def2-TZVPD" homo_lumo_gap_ha=0.3549
C -1.7647 -0.0654 0.1936
C 1.5468 -0.3743 0.3737
F 2.0729 -1.3257 -0.3947
S 2.1601 1.1420 0.0209
H -1.9562 -0.1192 -0.8704
H -1.1628 0.8096 0.4071
H -2.7035 0.0034 0.7269
H -1.2285 -0.9485 0.5138
H 3.0360 0.8781 -0.9710


(2)
9
Properties=species:S:1:pos:R:3 method="wB97M-V/def2-TZVPD" homo_lumo_gap_ha="0.3628 / 0.3200"
C -2.1175 0.0134 -0.1648
C -1.0976 -0.7717 -0.1005
F -3.3984 -0.0856 -0.0337
Si 0.6757 -0.2111 0.0499
H -1.0889 2.2972 0.4897
H -1.3572 -1.7600 0.1240
H 0.8918 1.2080 0.0788
H 1.5921 -1.0207 -1.0318
H 0.9235 -0.8896 1.3141


(3)
9
Properties=species:S:1:pos:R:3 method="wB97M-V/def2-TZVPD" homo_lumo_gap_ha=0.4168
C -1.0365 1.2680 0.5666
C -0.4199 0.3076 0.0287
F -1.4578 -0.5961 -1.2602
Si 1.0184 -0.9331 -0.1761
H -0.6022 1.6193 1.4970
H -1.9116 1.6219 0.1283
H 2.0099 -0.0950 0.5386
H 1.0518 -2.3895 0.3461
H 1.3480 -0.8031 -1.6690


(4)
9
Properties=species:S:1:pos:R:3 method="wB97M-V/def2-TZVPD" multiplicity=3 homo_lumo_gap_ha="0.2228 / 0.2906"
C 1.7835 -0.1455 -0.0720
C 0.6113 -0.6758 0.1754
F -2.6353 -0.5862 -0.3637
Si -1.5141 0.5090 -0.0154
H 2.6988 -0.7076 0.0672
H 1.9098 0.8637 -0.4274
H 0.4697 -1.6775 0.5417
H -1.8885 1.0507 1.2697
H -1.4353 1.3692 -1.1754


(5)
10
Properties=species:S:1:pos:R:3 method="wB97M-V/def2-TZVPD" homo_lumo_gap_ha=0.3191 smiles=I[C@H]1CNN1
C 0.0751 0.8123 -0.1595
C 0.8631 -0.0642 0.7665
N -0.0384 -0.3901 -0.9940
N 0.2014 -1.2015 0.1625
I 3.1304 -0.0665 -0.0811
H -0.8454 0.8253 0.4365
H 0.4971 1.6590 -0.6770
H 0.7682 0.1116 1.8149
H -0.9324 -0.3671 -1.4732
H 0.7815 -2.0461 0.0601


(6)
13
Properties=species:S:1:pos:R:3 method="wB97M-V/def2-TZVPD" homo_lumo_gap_ha="0.2436 / 0.2706"
C 0.0895 -0.4463 0.1703
C 0.1219 0.5476 -0.8942
N -0.4576 0.1686 1.3452
N -1.5075 2.1399 0.0596
O -2.7275 0.1323 0.2766
O -2.4563 1.5429 2.2380
S -1.9357 0.9941 1.0866
I -0.5983 3.7525 0.7931
H -0.4747 -1.4646 0.1379
H 1.2046 -0.7450 0.5137
H 0.9225 1.3424 -0.8263
H -0.4321 0.5037 -1.8371
H -0.7360 -0.4947 2.0749


(7)
11
Properties=species:S:1:pos:R:3 method="wB97M-V/def2-TZVPD" homo_lumo_gap_ha="0.1948 / 0.2495"
C -0.4681 -1.1940 1.0911
C -0.8622 -0.2053 0.0866
N 1.3197 1.4840 0.2672
O -0.8149 -0.2813 -1.2248
P 0.8413 2.1965 -0.9474
I 2.9085 2.7951 -2.3174
H -0.2432 -2.0679 0.6288
H -1.2374 -1.2950 1.8474
H 0.2870 -1.0530 1.8308
H -1.6721 0.4992 0.3571
H -0.0586 -0.8783 -1.6195


(8)
10
Properties=species:S:1:pos:R:3 method="wB97M-V/def2-TZVPD" homo_lumo_gap_ha="0.2962 / 0.2669"
C -0.5982 0.3059 -0.6767
C 0.6554 1.1086 1.4106
N -0.1358 -2.1866 -0.9806
P -1.2506 -1.3198 -0.2917
I 2.1953 2.1090 0.3630
H -1.2814 1.0662 -0.6448
H 0.2058 0.3010 -1.3143
H 0.8056 0.0734 1.8131
H -0.2906 1.7009 1.4705
H -0.3056 -3.1585 -1.1492


(9)
10
Properties=species:S:1:pos:R:3 method="wB97M-V/def2-TZVPD" homo_lumo_gap_ha=0.3182
C 0.3628 0.5622 0.0077
C -0.6927 -0.5049 0.4172
O -1.1540 -1.5872 -0.1576
O -2.3098 0.7154 0.3191
I -3.7076 -0.0560 -0.6479
H 1.2864 0.1907 0.1979
H 0.1414 1.6643 0.3451
H 0.1832 0.7622 -1.0855
H -0.6417 -0.7933 1.4730
H -1.5474 -1.5308 -1.1021


(10)
9
Properties=species:S:1:pos:R:3 method="wB97M-V/def2-TZVPD" homo_lumo_gap_ha=0.3599 smiles="C=CS.I"
C -0.8967 -0.1610 -0.4426
C -1.3044 1.0080 -0.0169
S -0.2359 -1.5193 0.4606
I 3.8496 -0.1749 -0.2410
H -0.9860 -0.4335 -1.5487
H 2.3711 -0.6294 -0.0392
H -1.3791 1.3144 0.9879
H -1.6349 1.5963 -0.8189
H 0.2162 -1.0007 1.6587


Short version: F_max = 0.93; 2.97; 6.01; 4.63; 2.21; 4.70; 3.25; 3.52; 6.14; 1.78 eV/Å, in the order given.
Short version: energy relative to the best compared isomer or geometry (same formula, charge and spin) = 2.3756; 6.9589; 3.8334; 0.1381; 1.3664; 3.6328; 2.9891; 4.1193; 3.5283; 0.9247 eV, in the order given.